# 1
# C4H12

A 2-piece molecular cluster, C4H12 overall at a distorted geometry (the ωB97M-V functional and the def2-TZVPD basis, the Open Molecules 2025 dataset).

Bonds (Å) are listed after each position.
Geometry (Å):
1 C 1.01 -1.09 0.62  C2 1.559, H3 1.083, H4 1.092, H5 1.084
2 C 1.71 -1.85 -0.54  C1 1.559, H6 1.084, H7 1.090, H8 1.086
3 H 0.99 -0.03 0.42  C1 1.083
4 H 0.00 -1.50 0.70  C1 1.092
5 H 1.49 -1.37 1.55  C1 1.084
6 H 1.19 -2.79 -0.71  C2 1.084
7 H 2.73 -2.06 -0.22  C2 1.090
8 H 1.73 -1.27 -1.46  C2 1.086
9 C -1.72 1.03 0.46  C10 1.534, H11 1.102, H12 1.082, H13 1.078
10 C -1.01 1.93 -0.56  C9 1.534, H14 1.095, H15 1.086, H16 1.094
11 H -2.22 1.65 1.22  C9 1.102
12 H -2.51 0.43 0.03  C9 1.082
13 H -1.01 0.49 1.06  C9 1.078
14 H 0.06 2.02 -0.38  C10 1.095
15 H -1.36 2.96 -0.54  C10 1.086
16 H -1.00 1.42 -1.53  C10 1.094

The HOMO-LUMO gap is 0.4650 Eh. The highest occupied orbital energy comes out at -11.486 eV. As for the SMILES: CC.CC. Its charge is 0. As for the relative energy (zero: lowest compared OMol25 entry of this formula, charge and spin): 10.8 kcal/mol.

=====

# 2
# C4H10NOP

A 2-piece molecular cluster, C4H10NOP overall at a distorted geometry (the ωB97M-V functional and the def2-TZVPD basis, the Open Molecules 2025 dataset).

Bonds (Å) are listed after each position.
Geometry (Å):
1 C 0.95 0.75 1.04  C4 1.514, H8 1.102, H9 1.111, H10 1.034
2 C -1.38 0.85 0.42  C4 1.583, H11 1.088, H12 1.066, H13 1.065
3 C -0.12 -1.56 0.52  C4 1.614, H14 1.160, H15 1.095, H16 1.124
4 C -0.06 0.02 0.17  C1 1.514, C2 1.583, C3 1.614, N5 1.441
5 N 0.30 -0.05 -1.22  C4 1.441, P7 1.637
6 O 1.11 -0.27 -3.58  P7 1.456
7 P 1.11 -0.97 -2.30  N5 1.637, O6 1.456
8 H 0.58 0.60 2.07  C1 1.102
9 H 1.97 0.34 0.99  C1 1.111
10 H 1.12 1.76 0.88  C1 1.034
11 H -2.16 0.62 -0.30  C2 1.088
12 H -1.04 1.86 0.36  C2 1.066
13 H -1.86 0.62 1.35  C2 1.065
14 H 0.99 -1.90 0.49  C3 1.160
15 H -0.56 -1.70 1.51  C3 1.095
16 H -0.60 -1.99 -0.40  C3 1.124
17 H -0.36 1.01 -2.01  no bonds

As for the expectation value of S²: 2.010. The HOMO-LUMO gap (alpha / beta) is 0.2295 / 0.2505 Eh. The highest occupied orbital energy (alpha / beta) comes out at -6.005 / -9.772 eV. As for the multiplicity: 3. Its charge is 0. As for the relative energy (zero: lowest compared OMol25 entry of this formula, charge and spin): 50.0 kcal/mol.

=====

# 3
# C3H4O2

One molecule with the formula C3H4O2 at a distorted geometry (the ωB97M-V functional and the def2-TZVPD basis, the Open Molecules 2025 dataset).

Bonds (Å) are listed after each position.
Geometry (Å):
1 C 1.35 0.40 0.32  O2 1.453, H6 1.122, H7 1.125, H8 1.174
2 O 0.02 0.95 0.49  C1 1.453, C3 1.330
3 C -0.92 0.18 -0.04  O2 1.330, C4 1.328, O5 1.316
4 C -1.27 -0.96 -0.62  C3 1.328, O5 1.642, H9 1.015
5 O -2.19 0.05 0.30  C3 1.316, C4 1.642
6 H 2.00 0.69 1.19  C1 1.122
7 H 1.86 0.82 -0.58  C1 1.125
8 H 1.07 -0.73 0.20  C1 1.174
9 H -1.92 -1.40 -1.26  C4 1.015

The HOMO-LUMO gap is 0.3307 Eh. The highest occupied orbital energy comes out at -8.150 eV. As for the SMILES: COC1=CO1. Its charge is 0. As for the relative energy (zero: lowest compared OMol25 entry of this formula, charge and spin): 119.4 kcal/mol.

=====

| no. | total energy (a.u.) |
| --- | --- |
| 1 | -159.56770 |
| 2 | -629.55557 |
| 3 | -267.00244 |